{
  "formula": "C59H57N8O4TeTi",
  "method": "the ωB97M-V functional and the def2-TZVPD basis",
  "relative_energy_kj_mol": 0.0,
  "total_charge": -1,
  "orbital_gap_ev": [3.57, 6.46],
  "multiplicity": 3,
  "s2": 2.0338,
  "homo_energy_ev": [-1.7, -4.6],
  "symbols": ["Ti", "C", "N", "C", "C", "C", "C", "C", "C", "C", "N", "C", "C", "C", "C", "C", "C", "N", "C", "C", "H", "H", "H", "H", "H", "H", "H", "H", "H", "H", "H", "H", "H", "H", "H", "H", "H", "H", "H", "H", "C", "C", "C", "C", "C", "O", "C", "C", "C", "C", "C", "C", "C", "O", "C", "C", "C", "N", "C", "C", "Te", "C", "C", "C", "C", "C", "C", "C", "C", "C", "C", "C", "C", "H", "H", "H", "H", "H", "H", "H", "H", "H", "H", "H", "H", "H", "H", "H", "H", "H", "H", "H", "H", "H", "H", "H", "H", "C", "C", "C", "C", "C", "N", "C", "O", "N", "C", "C", "C", "C", "N", "C", "C", "C", "H", "H", "H", "H", "H", "H", "H", "H", "H", "H", "H", "H", "H", "O", "C", "N"],
  "coordinates": [[0.2313, 0.0821, 0.0033], [0.4651, -4.0091, 2.3802], [0.8352, -3.3506, 1.1480], [2.2691, -3.3935, 0.9204], [0.0047, -3.5411, 0.0297], [-0.8817, -4.6142, -0.0563], [-1.7382, -4.7617, -1.1382], [-1.7459, -3.8119, -2.1468], [-0.8738, -2.7372, -2.0792], [0.0177, -2.5852, -1.0163], [0.8765, -1.4753, -0.9499], [1.7547, -1.2432, -1.9908], [1.9737, -2.1567, -3.0362], [2.8764, -1.9003, -4.0514], [3.6107, -0.7278, -4.0520], [3.4542, 0.1625, -2.9987], [2.5601, -0.0832, -1.9741], [2.5000, 0.7709, -0.7931], [3.5593, 0.3089, 0.1217], [2.7708, 2.1819, -1.0823], [0.6899, -5.0888, 2.3904], [-0.5992, -3.8689, 2.5726], [1.0284, -3.5420, 3.1905], [2.6318, -4.4293, 0.8169], [2.7742, -2.9376, 1.7745], [2.5247, -2.8470, 0.0180], [-0.9005, -5.3624, 0.7267], [-2.3944, -5.6219, -1.1949], [-2.4283, -3.9027, -2.9832], [-0.8702, -1.9678, -2.8452], [1.4079, -3.0770, -3.0526], [3.0039, -2.6248, -4.8471], [4.3041, -0.5083, -4.8544], [4.0425, 1.0715, -2.9978], [4.5382, 0.3866, -0.3698], [3.3914, -0.7256, 0.4081], [3.5698, 0.9306, 1.0173], [3.8262, 2.3527, -1.3323], [2.5416, 2.7812, -0.1999], [2.1612, 2.5307, -1.9089], [0.0939, 6.6886, -1.9096], [-0.1426, 5.2028, -1.8251], [0.2177, 4.3566, -2.8413], [0.0287, 2.9469, -2.7865], [0.3731, 2.0612, -3.8906], [0.4051, 0.8115, -3.7861], [0.7410, 2.6720, -5.2033], [0.0644, 3.7561, -5.7723], [0.4981, 4.3208, -6.9616], [1.6047, 3.8055, -7.6234], [2.2409, 2.6833, -7.1052], [1.8051, 2.1160, -5.9197], [-0.4285, 2.3892, -1.5339], [-0.4553, 1.0681, -1.2845], [-0.8606, 3.2912, -0.5307], [-0.7423, 4.6694, -0.6794], [-1.5442, 2.7209, 0.6584], [-1.0395, 2.6370, 1.8333], [0.2761, 3.1827, 2.0987], [0.2326, 4.5151, 2.8830], [-1.5058, 4.7366, 4.1671], [-2.4919, 5.9416, 2.7204], [-3.7442, 5.6012, 2.2260], [-4.3497, 6.3766, 1.2464], [-3.7089, 7.5019, 0.7530], [-2.4595, 7.8521, 1.2475], [-1.8591, 7.0795, 2.2295], [-2.9257, 2.2513, 0.4278], [-3.7056, 1.7610, 1.4806], [-4.9833, 1.2906, 1.2512], [-5.5339, 1.3324, -0.0237], [-4.7869, 1.8547, -1.0676], [-3.4958, 2.3029, -0.8481], [0.5877, 6.9531, -2.8448], [0.7228, 7.0190, -1.0788], [-0.8507, 7.2353, -1.8448], [0.6960, 4.7849, -3.7113], [-0.8178, 4.1503, -5.2846], [-0.0290, 5.1743, -7.3730], [1.9623, 4.2637, -8.5376], [3.0891, 2.2579, -7.6296], [2.2879, 1.2375, -5.5123], [-1.1078, 5.3307, 0.1011], [0.8386, 3.3432, 1.1721], [0.8043, 2.4443, 2.7015], [0.1606, 5.3520, 2.1916], [1.1286, 4.6319, 3.4882], [-4.2431, 4.7141, 2.5900], [-5.3171, 6.0833, 0.8579], [-4.1743, 8.1072, -0.0144], [-1.9502, 8.7276, 0.8641], [-0.8868, 7.3677, 2.6110], [-3.2774, 1.7569, 2.4753], [-5.5579, 0.8778, 2.0658], [-6.5387, 0.9670, -0.1976], [-5.2133, 1.9157, -2.0612], [-2.9186, 2.6973, -1.6732], [-8.8699, -0.6395, 3.9187], [-7.5358, -1.2522, 4.2561], [-7.4006, -2.6131, 4.4974], [-6.1664, -3.1647, 4.7957], [-5.0212, -2.3722, 4.8309], [-3.8079, -2.9972, 5.1702], [-2.5288, -2.4720, 5.2613], [-1.8185, -2.7831, 6.2006], [-2.0641, -1.6334, 4.2792], [-2.2862, -1.5909, 2.8848], [-3.1990, -2.3649, 2.1732], [-3.2779, -2.1316, 0.8022], [-2.4131, -1.2683, 0.1775], [-1.4275, -0.6182, 0.8374], [-1.4606, -0.7281, 2.1809], [-5.1463, -1.0053, 4.5980], [-6.3932, -0.4625, 4.3350], [-9.6538, -1.3957, 3.9068], [-8.8314, -0.1671, 2.9355], [-9.1397, 0.1282, 4.6458], [-8.2720, -3.2562, 4.4623], [-6.0831, -4.2244, 5.0089], [-3.9135, -3.7660, 5.8129], [-1.1723, -1.2386, 4.5453], [-3.8256, -3.1045, 2.6452], [-4.0229, -2.6501, 0.2151], [-2.4845, -1.0655, -0.8812], [-0.8112, -0.0618, 2.7284], [-4.2782, -0.3616, 4.6442], [-6.4876, 0.6082, 4.1972], [2.1493, -0.8809, 3.7224], [1.6984, -0.4923, 2.6909], [1.2545, -0.0921, 1.6655]],
  "lowdin_charge": [0.915, -0.087, -0.184, -0.059, -0.186, -0.038, -0.111, -0.099, -0.051, -0.249, -0.063, -0.231, -0.022, -0.095, -0.118, -0.044, -0.203, -0.205, -0.083, -0.061, 0.085, 0.075, 0.085, 0.091, 0.080, 0.071, 0.098, 0.093, 0.098, 0.134, 0.103, 0.096, 0.093, 0.108, 0.095, 0.071, 0.085, 0.085, 0.086, 0.082, -0.061, -0.290, -0.026, -0.105, -0.360, -0.007, -0.148, -0.063, -0.106, -0.123, -0.100, -0.020, -0.259, -0.173, -0.159, -0.019, -0.223, 0.068, -0.308, -0.449, 1.210, -0.570, -0.150, -0.087, -0.095, -0.098, -0.172, -0.146, -0.041, -0.084, -0.092, -0.074, 0.001, 0.068, 0.071, 0.068, 0.101, 0.112, 0.092, 0.087, 0.092, 0.094, 0.099, 0.096, 0.093, 0.022, 0.037, 0.085, 0.102, 0.099, 0.102, 0.093, 0.102, 0.073, 0.096, 0.102, 0.123, -0.053, -0.285, -0.049, -0.029, -0.262, 0.129, -0.523, 0.069, 0.155, -0.205, 0.015, -0.029, -0.099, -0.019, -0.064, -0.013, -0.051, 0.071, 0.078, 0.080, 0.108, 0.112, 0.145, 0.151, 0.108, 0.117, 0.127, 0.106, 0.115, 0.113, 0.055, -0.504, 0.016]
}